Formula: C36H28F3FeN5O4SSb
Source: the Open Molecules 2025 dataset
Level of theory: ωB97M-V/def2-TZVPD

## Properties
⟨S²⟩ = 8.7667
LUMO level (alpha / beta) = -5.6 / -7.8 eV
net charge = +2
multiplicity = 6
relative energy (zero: lowest compared OMol25 entry of this formula, charge and spin) = 81.9 kJ/mol
gap between HOMO and LUMO (alpha / beta) = 8.3 / 6.4 eV
E = -113327.0776 eV

XYZ file:
```
79
Properties=species:S:1:pos:R:3:forces:R:3:mulliken_spin:R:1
Fe 0.5201 -1.0553 -1.0996 0.278 -0.166 -0.226 4.213
N 4.0072 0.9117 -2.1755 -0.077 -0.056 0.010 0.015
C 4.6985 -0.1968 -1.6952 0.031 0.016 -0.024 0.000
C 6.0587 -0.4644 -1.6211 0.015 -0.051 0.033 0.002
C 6.4097 -1.6812 -1.0713 0.019 0.059 -0.027 0.000
C 5.4400 -2.5873 -0.6170 -0.035 -0.046 0.027 -0.002
C 4.0893 -2.3145 -0.6982 -0.037 0.012 0.011 -0.008
C 3.7221 -1.0913 -1.2543 0.004 0.042 0.080 0.032
N 2.4648 -0.5083 -1.4687 0.005 0.092 -0.223 0.046
C 2.7008 0.6806 -2.0190 -0.166 -0.064 0.150 -0.012
C 1.5971 1.5686 -2.3515 0.049 0.090 -0.007 0.025
C 1.6100 2.7896 -2.9531 -0.077 -0.169 0.025 0.007
S 0.0098 3.3577 -3.1173 0.111 0.052 0.067 0.006
C -0.5775 1.9565 -2.3645 0.007 0.093 -0.031 -0.001
N 0.3465 1.0960 -2.0165 -0.036 -0.126 0.171 0.053
H 4.4193 1.7433 -2.5664 0.004 0.023 -0.004 0.000
H 6.8027 0.2366 -1.9742 -0.001 -0.005 -0.002 0.000
H 7.4552 -1.9444 -0.9900 -0.003 0.005 -0.003 0.000
H 5.7633 -3.5288 -0.1944 -0.002 0.001 -0.005 0.000
H 3.3481 -3.0173 -0.3488 -0.052 -0.018 -0.006 -0.006
H 2.4511 3.3572 -3.3178 -0.011 0.005 0.005 0.000
H -1.6423 1.8295 -2.2036 0.047 0.035 0.003 0.002
F 1.9735 -2.3771 6.9319 0.014 -0.030 0.051 0.001
C 1.6554 -1.8837 5.7408 -0.004 0.017 -0.034 0.011
C 2.6742 -1.6028 4.8453 -0.033 0.002 0.003 -0.001
C 2.3383 -1.0865 3.6071 0.039 -0.053 -0.071 -0.002
C 1.0026 -0.8489 3.2855 0.047 -0.113 -0.024 0.044
C -0.0037 -1.1541 4.1991 -0.067 0.020 -0.031 0.007
C 0.3217 -1.6742 5.4406 0.013 0.000 0.002 -0.002
Sb 0.4655 0.0000 1.4444 -0.311 0.364 -0.003 0.180
C -1.5782 0.4761 1.6532 0.004 -0.045 0.167 0.036
C -2.4846 -0.5035 1.2458 0.003 -0.119 -0.096 0.008
C -3.8504 -0.3013 1.3603 0.015 0.040 0.015 0.005
C -4.2859 0.8987 1.8886 -0.156 -0.011 0.011 0.002
F -5.6028 1.1224 1.9732 0.056 -0.043 -0.057 0.000
C -3.4208 1.8740 2.3455 -0.006 0.001 -0.018 0.003
C -2.0598 1.6505 2.2327 0.145 0.079 0.037 0.001
C 1.5734 1.7895 1.2755 0.004 0.045 -0.026 0.033
C 2.9649 1.7111 1.3289 0.053 -0.088 -0.030 -0.015
C 3.7482 2.8423 1.1653 -0.005 0.012 0.015 0.002
C 3.1162 4.0539 0.9491 -0.061 -0.018 0.009 0.007
F 3.8585 5.1479 0.7911 0.042 0.035 -0.017 0.001
C 1.7388 4.1684 0.8878 0.042 0.006 -0.021 -0.001
C 0.9712 3.0250 1.0452 -0.121 -0.033 -0.073 0.007
H 3.7009 -1.7936 5.1254 -0.003 0.009 -0.002 0.000
H 3.1329 -0.8818 2.9008 -0.002 -0.003 0.005 0.000
H -1.0463 -0.9812 3.9610 0.009 0.007 -0.012 0.002
H -0.4367 -1.9156 6.1726 0.000 0.009 -0.003 0.000
H -2.1394 -1.4472 0.8299 0.010 0.008 0.032 -0.015
H -4.5687 -1.0501 1.0529 0.013 -0.001 0.004 0.000
H -3.8163 2.7804 2.7832 0.011 -0.005 -0.001 0.000
H -1.3813 2.3990 2.6217 0.014 -0.002 -0.008 0.000
H 3.4651 0.7645 1.4999 -0.002 0.003 -0.018 0.001
H 4.8278 2.8023 1.2218 -0.003 -0.006 0.003 0.000
H 1.2895 5.1399 0.7302 -0.005 -0.011 -0.002 0.000
H -0.1061 3.1159 0.9853 0.003 -0.008 -0.016 0.003
O -7.5837 0.6002 -1.0700 -0.022 -0.029 -0.046 0.000
C -6.8257 1.0734 -2.1419 0.046 -0.021 0.001 0.000
N -5.7572 0.1385 -2.4971 -0.026 0.062 0.053 0.000
C -4.4716 0.3390 -2.1738 0.068 0.102 -0.102 0.000
O -4.0360 1.3552 -1.6414 -0.043 -0.127 -0.059 0.001
C -3.4958 -0.7589 -2.5306 0.094 -0.033 0.100 0.011
C -3.7046 -1.8623 -3.3495 0.017 0.042 -0.009 0.004
C -2.6576 -2.7473 -3.5675 -0.003 -0.009 -0.033 -0.003
C -1.4325 -2.5113 -2.9779 0.170 0.055 -0.044 0.016
N -1.2191 -1.4369 -2.1993 -0.139 -0.096 0.125 0.100
C -2.2407 -0.6098 -1.9720 -0.072 -0.129 0.027 -0.024
H -7.1593 0.8317 -0.2389 0.036 0.055 0.108 0.000
H -6.3546 2.0336 -1.9421 0.007 0.004 -0.015 0.000
H -7.4965 1.1614 -2.9930 0.000 -0.025 0.005 0.000
H -6.0456 -0.7670 -2.8282 -0.029 -0.024 -0.003 0.000
H -4.6569 -2.0432 -3.8323 0.007 0.008 -0.003 0.000
H -2.7833 -3.6164 -4.1965 -0.015 -0.003 0.006 -0.001
H -0.5947 -3.1806 -3.1326 -0.078 0.038 0.056 -0.002
H -2.0852 0.2045 -1.2823 0.011 0.025 0.029 -0.026
O -0.9283 -4.2579 -0.5148 0.140 -0.072 0.026 0.046
C 0.1918 -3.9616 -0.2053 -0.377 0.239 0.104 -0.005
O 0.7366 -2.7764 -0.4934 0.430 0.072 0.009 0.185
H 0.8682 -4.6064 0.3762 -0.055 -0.028 -0.151 0.005
```
Positions in Å, forces in eV/Å.